One molecule with the formula C18H24FN3O2 in a non-equilibrium geometry. Source: the OMol25 dataset; level of theory: the ωB97M-V functional and the def2-TZVPD basis.

Each line ends with the Löwdin charge.
Element x y z (Å)
C 4.457 0.583 -0.282  -0.09
N 3.304 1.042 0.466  -0.21
C 2.127 1.125 -0.391  -0.20
C 0.887 1.618 0.351  -0.16
C -0.239 2.055 -0.592  -0.33
C -1.471 2.460 0.223  -0.13
C -2.629 2.820 -0.707  -0.21
O -2.962 1.756 -1.568  -0.15
C -1.871 1.391 -2.379  -0.21
C -0.657 0.946 -1.561  -0.13
C 3.095 0.278 1.685  -0.11
C 2.452 -1.048 1.459  -0.32
N 1.234 -1.372 1.770  0.22
C 1.116 -2.647 1.302  -0.34
C -0.132 -3.441 1.433  -0.06
C -1.263 -2.697 0.774  -0.16
C -1.518 -2.829 -0.585  -0.03
C -2.540 -2.118 -1.191  -0.09
C -3.324 -1.249 -0.449  -0.09
C -3.086 -1.098 0.906  -0.01
C -2.065 -1.821 1.495  -0.23
F -1.861 -1.679 2.823  0.07
N 2.203 -3.073 0.724  0.14
O 3.088 -2.038 0.822  0.03
H 4.612 1.252 -1.127  0.09
H 5.337 0.626 0.358  0.09
H 4.347 -0.442 -0.665  0.09
H 1.913 0.153 -0.867  0.12
H 2.375 1.836 -1.185  0.13
H 0.509 0.827 1.001  0.10
H 1.172 2.468 0.973  0.13
H 0.101 2.919 -1.176  0.15
H -1.242 3.312 0.865  0.12
H -1.771 1.620 0.851  0.11
H -3.535 3.036 -0.137  0.12
H -2.363 3.710 -1.301  0.13
H -2.230 0.577 -3.011  0.12
H -1.586 2.241 -3.021  0.13
H 0.152 0.703 -2.250  0.12
H -0.915 0.051 -0.993  0.11
H 2.448 0.843 2.358  0.13
H 4.066 0.133 2.165  0.13
H -0.346 -3.568 2.497  0.13
H 0.024 -4.414 0.967  0.13
H -0.904 -3.500 -1.168  0.12
H -2.722 -2.240 -2.248  0.11
H -4.104 -0.676 -0.923  0.11
H -3.680 -0.431 1.510  0.12

For the energy above the lowest of the compared OMol25 structures with the same formula, charge and spin, the calculation gives 45.3 kcal/mol. The value obtained for the total energy is -1114.8803 Ha. For the frontier orbital gap, the calculation gives 0.3593 Eh. Its SMILES is CN(CCC1CCOCC1)Cc1nc(Cc2ccccc2F)no1. Its net charge is 0.